Below is C19H21AsCl2F5IrO2SeSi2 as an isolated structure at a distorted geometry, with properties calculated with the ωB97M-V functional and the def2-TZVPD basis.

Geometry as XYZ:
```
54
Properties=species:S:1:pos:R:3:lowdin_charge:R:1
Ir 0.6836 -0.4095 -0.7835 0.85
Cl 3.9851 -6.0274 2.2596 0.71
C 3.0083 -4.6783 1.8008 -0.65
C 1.6395 -4.6959 2.0768 -0.08
C 0.8404 -3.6343 1.7184 -0.56
Cl -0.8476 -3.6765 2.0860 0.76
C 1.3661 -2.5002 1.0738 -0.39
O 0.5356 -1.4977 0.8261 -0.39
C 2.7498 -2.5014 0.8102 -0.16
C 3.4099 -1.3955 0.1664 -0.18
O 2.8674 -0.3991 -0.3142 -0.14
C 3.5599 -3.5913 1.1791 -0.04
H 1.2003 -5.5470 2.5791 0.12
H 4.5038 -1.4522 0.0988 0.15
H 4.6223 -3.5608 0.9732 0.13
F -1.4703 0.3900 -7.1389 0.16
C -0.8946 -0.1666 -6.0894 -0.13
C -0.7507 0.5562 -4.9170 -0.14
F -1.1724 1.8138 -4.8446 0.14
C -0.1553 -0.0538 -3.8350 -0.22
F 0.0265 0.6968 -2.7022 -0.10
C 0.2998 -1.3546 -3.8603 -0.47
Se 1.1217 -2.1719 -2.3586 0.86
C 0.1650 -2.0517 -5.0526 -0.25
F 0.5978 -3.3025 -5.1429 0.11
C -0.4256 -1.4692 -6.1614 -0.13
F -0.5495 -2.1489 -7.2882 0.16
C -3.3387 1.8710 1.2717 -0.20
Si -2.2090 2.7082 0.0688 0.30
C -1.8349 4.4664 0.4993 -0.21
C -2.7256 2.5004 -1.6934 -0.22
As -0.1258 1.5115 0.3233 0.91
Si 0.2009 1.1792 2.6884 0.31
C -1.0265 -0.1013 3.2404 -0.21
C 1.9879 0.6924 2.8755 -0.20
C -0.0929 2.8247 3.5052 -0.22
H -4.3594 2.2122 1.0775 0.05
H -3.0851 2.1201 2.3027 0.03
H -3.3215 0.7849 1.1679 0.04
H -2.7623 5.0442 0.4590 0.05
H -1.1321 4.9094 -0.2079 0.04
H -1.4187 4.5663 1.5018 0.02
H -3.5962 3.1264 -1.9044 0.05
H -2.9933 1.4638 -1.9075 0.04
H -1.9260 2.7913 -2.3751 0.02
H -1.4044 -0.7031 2.4145 0.00
H -1.8680 0.3669 3.7530 0.04
H -0.5361 -0.7872 3.9356 0.05
H 2.0945 -0.3896 2.9728 0.03
H 2.4040 1.1614 3.7695 0.04
H 2.5859 1.0121 2.0208 0.02
H -1.1127 3.1873 3.3699 0.01
H 0.5967 3.5844 3.1309 0.04
H 0.0827 2.7261 4.5803 0.05
```

Results
HOMO (alpha / beta) = -11.1 / -11.2 eV
Largest force on an atom = 1.982 eV Å⁻¹
2S+1 = 2
Total charge = +1

Below is one molecule with the formula C2H2O2S at a distorted geometry, with properties calculated with the ωB97M-V functional and the def2-TZVPD basis.

Geometry as XYZ:
```
7
Properties=species:S:1:pos:R:3:lowdin_charge:R:1
C -0.8596 0.2586 0.1366 -0.63
C 0.2828 0.1260 -0.5886 -0.22
O -1.1081 1.5183 0.2205 0.05
O -1.7360 -0.7601 0.3592 0.11
S 1.8746 0.2883 0.3147 0.73
H -2.4003 -0.4916 0.9805 0.11
H 2.4344 0.3569 -0.8901 -0.15
```

Results
HOMO (alpha / beta) = -8.0 / -10.1 eV
Largest force on an atom = 6.324 eV Å⁻¹
2S+1 = 3
Total charge = 0

Below is one molecule with the formula C23H26N4O5, with properties calculated with the ωB97M-V functional and the def2-TZVPD basis.

Geometry as XYZ:
```
58
Properties=species:S:1:pos:R:3:lowdin_charge:R:1
C 1.7257 1.8625 5.5799 -0.08
H 2.7026 2.0289 5.1146 0.10
O 1.4116 0.4930 5.6465 -0.07
C 1.3062 -0.2012 4.4791 -0.19
C 1.4862 0.3296 3.2142 0.03
C 1.3564 -0.4721 2.0762 -0.20
C 1.0438 -1.8209 2.2209 -0.02
C 0.8671 -2.3651 3.4785 0.01
C 0.9907 -1.5685 4.6040 -0.15
O 0.8870 -2.0416 5.8965 0.08
C -0.0559 -2.9654 6.2280 -0.51
O -0.8577 -3.4392 5.4593 0.10
N 0.0114 -3.2744 7.5418 -0.14
C 0.9564 -2.6991 8.4667 -0.04
H 1.6932 -3.4471 8.7742 0.09
H 0.4258 -2.3465 9.3541 0.09
H 1.4680 -1.8628 8.0003 0.09
C -0.8849 -4.2699 8.0779 -0.04
H -0.3170 -5.1079 8.4894 0.09
H -1.5022 -3.8373 8.8688 0.09
H -1.5245 -4.6244 7.2730 0.09
H 0.6188 -3.4072 3.5942 0.12
H 0.9481 -2.4299 1.3376 0.11
C 1.5607 0.1276 0.7717 -0.09
N 1.4780 -0.5921 -0.2777 0.08
N 1.6675 -0.1125 -1.5281 0.06
C 1.9131 1.1518 -1.9528 -0.44
O 2.0176 2.1382 -1.2545 0.06
C 2.0456 1.2162 -3.4855 -0.04
N 0.7964 0.9224 -4.1445 -0.05
C 0.3690 -0.3291 -4.3902 -0.45
O 0.9412 -1.3379 -4.0214 0.06
C -0.9112 -0.2304 -5.1926 -0.04
H -1.6222 -0.9944 -4.8854 0.13
H -0.6606 -0.3903 -6.2443 0.14
C -1.3933 1.2053 -4.9458 -0.22
C -2.1963 1.8150 -6.0682 -0.19
C -2.9485 1.0210 -6.9257 -0.04
C -3.6957 1.5890 -7.9428 -0.08
C -3.7077 2.9614 -8.1173 -0.09
C -2.9758 3.7628 -7.2585 -0.08
C -2.2300 3.1945 -6.2412 -0.04
H -1.6751 3.8352 -5.5726 0.11
H -2.9859 4.8360 -7.3787 0.10
H -4.2880 3.4042 -8.9127 0.10
H -4.2714 0.9547 -8.6006 0.10
H -2.9607 -0.0505 -6.7992 0.11
H -2.0161 1.2087 -4.0424 0.16
C -0.0847 1.9573 -4.6331 -0.10
H -0.2127 2.7319 -3.8734 0.14
H 0.3343 2.4142 -5.5397 0.14
H 2.7911 0.4813 -3.8067 0.14
H 2.3721 2.2193 -3.7640 0.13
H 1.5621 -0.8417 -2.2375 0.12
H 1.7859 1.1922 0.7580 0.11
H 1.7272 1.3734 3.0860 0.11
H 0.9617 2.4247 5.0335 0.10
H 1.7557 2.2071 6.6124 0.09
```

Results
HOMO = -7.9 eV
SMILES string = COc1cc(/C=N/NC(=O)CN2C[C@@H](c3ccccc3)CC2=O)ccc1OC(=O)N(C)C
Largest force on an atom = 0.936 eV Å⁻¹
2S+1 = 1
Total charge = 0

Below is a 2-piece molecular cluster, CH2INO2 overall at a distorted geometry, with properties calculated with the ωB97M-V functional and the def2-TZVPD basis.

Geometry as XYZ:
```
7
Properties=species:S:1:pos:R:3:lowdin_charge:R:1
C 0.0640 -0.0942 1.2122 -0.48
N -0.3956 -0.1241 -0.0385 0.13
O 1.1114 -0.1033 1.7671 0.09
O 0.9210 -0.2947 -1.6095 -0.87
I 0.6316 1.0376 -2.9464 0.87
H -0.9470 -0.0983 1.7725 0.17
H -1.3854 -0.3230 -0.1573 0.09
```

Results
HOMO (alpha / beta) = -9.6 / -9.6 eV
Largest force on an atom = 3.416 eV Å⁻¹
2S+1 = 1
Total charge = 0

Below is C48H41GeN3O3P2PbS4Se as an isolated structure, with properties calculated with the ωB97M-V functional and the def2-TZVPD basis.

Geometry as XYZ:
```
104
Properties=species:S:1:pos:R:3:lowdin_charge:R:1
Pb -1.0241 -0.9832 1.2525 0.85
S -1.0396 -4.1325 0.0299 0.26
P 0.2102 -2.9605 -0.9468 0.37
C 0.4905 -1.3540 -0.3155 -0.70
P 2.0793 -0.8342 0.1978 0.34
S 2.6971 -1.1830 2.0240 0.24
C 3.2821 -1.4339 -1.0730 -0.33
C 4.4407 -2.0923 -0.6916 -0.10
C 5.4138 -2.4012 -1.6369 -0.09
C 5.2356 -2.0457 -2.9650 -0.11
C 4.0707 -1.3919 -3.3541 -0.09
C 3.1007 -1.0883 -2.4134 -0.09
C 2.2758 0.9491 -0.2394 -0.34
C 3.4646 1.5855 0.1282 -0.14
C 3.7811 2.8316 -0.3836 -0.12
C 2.9059 3.4707 -1.2530 -0.10
C 1.7225 2.8482 -1.6138 -0.10
C 1.4078 1.5890 -1.1128 -0.11
C -0.4775 -2.7306 -2.6438 -0.33
C -0.7635 -3.8405 -3.4437 -0.11
C -1.3660 -3.6828 -4.6805 -0.10
C -1.7091 -2.4109 -5.1315 -0.11
C -1.4599 -1.3089 -4.3303 -0.10
C -0.8497 -1.4691 -3.0886 -0.09
C 1.7461 -3.9172 -1.1953 -0.34
C 2.3695 -4.0927 -2.4266 -0.10
C 3.5116 -4.8770 -2.5239 -0.10
C 4.0383 -5.4843 -1.3920 -0.11
C 3.4262 -5.2989 -0.1592 -0.08
C 2.2829 -4.5215 -0.0589 -0.10
H 4.5701 -2.3488 0.3538 0.07
H 6.3141 -2.9219 -1.3315 0.10
H 5.9984 -2.2794 -3.6991 0.09
H 3.9208 -1.1181 -4.3923 0.10
H 2.1961 -0.5710 -2.7137 0.11
H 4.1427 1.0827 0.8078 0.09
H 4.7092 3.3123 -0.0995 0.10
H 3.1477 4.4520 -1.6439 0.10
H 1.0479 3.3377 -2.3088 0.09
H 0.4860 1.0960 -1.3923 0.07
H -0.5279 -4.8315 -3.0734 0.10
H -1.5843 -4.5517 -5.2906 0.09
H -2.1795 -2.2854 -6.1003 0.09
H -1.7424 -0.3178 -4.6668 0.10
H -0.6646 -0.6171 -2.4435 0.08
H 1.9729 -3.6114 -3.3109 0.10
H 3.9985 -4.9995 -3.4844 0.10
H 4.9284 -6.0980 -1.4727 0.09
H 3.8368 -5.7573 0.7323 0.10
H 1.8019 -4.3921 0.9032 0.05
N -1.3678 3.5095 0.2127 0.21
C -1.5791 2.2281 0.5655 -0.55
O -1.6092 1.3198 -0.2651 -0.08
C -1.8501 1.9600 2.0262 -0.19
C -1.0311 0.8114 2.5979 -0.30
H -1.0114 3.6663 -0.7150 0.10
H -1.1091 4.1888 0.9137 0.09
H -2.9122 1.7078 2.0923 0.10
H -1.6814 2.8778 2.5959 0.11
H -1.4765 0.4369 3.5179 0.03
H 0.0082 1.0810 2.7740 0.01
O 1.0548 8.2440 2.9827 -0.34
S 0.5287 7.1057 3.7003 0.59
O -0.7520 7.2913 4.3392 -0.34
N 0.5593 5.7604 2.7948 -0.14
C 1.4700 4.8809 3.2139 -0.86
S 1.8290 3.4249 2.4813 0.67
C 2.1692 5.3237 4.4750 -0.24
C 3.1103 4.6358 5.2228 -0.04
C 3.5867 5.2268 6.3862 -0.09
C 3.1358 6.4829 6.7915 -0.10
C 2.1959 7.1735 6.0371 -0.05
C 1.7296 6.5643 4.8881 -0.23
H 3.4369 3.6584 4.8899 0.09
H 4.3125 4.7006 6.9952 0.09
H 3.5162 6.9210 7.7067 0.09
H 1.8350 8.1497 6.3368 0.11
Ge -3.5914 -1.4209 0.5554 0.84
C -4.6416 0.2553 0.5477 -0.36
C -5.4404 0.5477 1.6549 -0.15
C -6.1528 1.7388 1.7412 -0.11
C -6.0844 2.6619 0.7085 -0.11
C -5.2998 2.3876 -0.4049 -0.09
C -4.5822 1.2018 -0.4793 -0.13
C -4.1831 -2.4683 -1.0051 -0.36
C -4.3669 -3.8453 -0.8665 -0.16
C -4.8372 -4.6137 -1.9209 -0.10
C -5.1290 -4.0190 -3.1425 -0.11
C -4.9484 -2.6534 -3.2981 -0.11
C -4.4786 -1.8879 -2.2361 -0.12
H -4.2860 -2.1821 1.7189 -0.03
H -5.5025 -0.1687 2.4677 0.08
H -6.7511 1.9511 2.6195 0.09
H -6.6303 3.5954 0.7746 0.09
H -5.2304 3.1112 -1.2087 0.10
H -3.9374 1.0312 -1.3308 0.09
H -4.1279 -4.3229 0.0753 0.08
H -4.9712 -5.6815 -1.7901 0.09
H -5.4878 -4.6191 -3.9708 0.09
H -5.1734 -2.1790 -4.2465 0.09
H -4.3370 -0.8245 -2.3831 0.08
Se -1.0395 -2.6842 3.4780 0.48
C 0.3239 -3.8776 3.2456 -0.88
N 1.1514 -4.6841 3.2065 0.03
```

Results
HOMO = -3.1 eV
Largest force on an atom = 0.887 eV Å⁻¹
2S+1 = 1
Total charge = -2

Summary of ΔE to the lowest compared entry with this formula, charge and spin in kJ/mol
88.9; 170.6; 309.6; 485.6; 3.7
(order as listed above)